A gas-phase ion, C2H7NO2P (charge +1) at a distorted geometry, computed with ωB97M-V with the def2-TZVPD basis set.

Structure (XYZ):
```
13
Properties=species:S:1:pos:R:3:forces:R:3
C 0.14877 1.83492 -0.24611 -0.059 0.070 1.667
C 0.05273 -0.97089 -0.21396 1.378 -1.025 0.646
N -1.20056 -0.90016 0.45679 -2.089 -1.028 1.226
O 2.50825 0.09537 -0.26214 -0.423 0.329 0.289
O 0.50737 -2.24052 -0.34134 0.030 1.276 -0.107
P 1.10275 0.30360 0.14254 0.260 0.395 -1.700
H 0.83052 2.43223 -0.81632 0.332 0.356 -0.587
H 0.10134 2.31577 0.74217 -0.244 0.358 -0.350
H -0.86347 1.83135 -0.70082 0.803 -0.457 0.126
H -1.99637 -1.02452 -0.16282 -0.286 -0.304 -0.610
H -1.33278 -1.71582 1.18895 0.475 2.197 -0.961
H -1.30472 0.09206 0.77330 -0.166 -1.178 0.588
H 1.44618 -2.05338 -0.56025 -0.012 -0.990 -0.227
```
Forces are in eV/Å.

Properties
**HOMO energy**: -0.495 Eh
**Energy relative to the best compared isomer or geometry (same formula, charge and spin)**: 284.2 kJ/mol
**Total energy**: -626.65891 a.u.
**Net charge**: +1
**LUMO level**: -0.200 hartree

These are the Mulliken partial charges, in e, on atoms 1 to 5: -1.036, 0.265, -0.293, -0.590, -0.441

A single C2H7NO2S molecule at a distorted geometry, computed with ωB97M-V with the def2-TZVPD basis set.

Structure (XYZ):
```
13
Properties=species:S:1:pos:R:3:forces:R:3
C -1.00681 1.01111 -0.09729 -1.876 -1.984 -1.385
C -0.26347 -0.24312 0.22397 3.523 -1.008 -1.459
N -0.10183 -1.14388 -0.91513 -0.382 -0.140 0.704
O 2.12870 0.90936 -0.92210 0.019 -0.046 0.406
O -0.48201 -0.84454 1.45961 -2.442 2.386 -0.705
S 1.79250 0.16038 0.31921 -1.055 1.580 1.266
H -1.34304 1.44593 0.82097 0.229 0.869 0.320
H -1.97344 0.61012 -0.58872 1.158 0.830 0.519
H -0.48551 1.61160 -0.87263 -0.145 -0.184 0.947
H 1.83443 1.14769 1.51148 -0.354 -1.426 -1.859
H -0.75425 -1.18895 -1.70761 0.417 0.219 0.978
H 0.49837 -1.97770 -0.78911 -0.815 0.976 -0.134
H 0.15637 -1.49801 1.55736 1.724 -2.072 0.403
```
Forces are in eV/Å.

Properties
**HOMO energy**: -0.311 Eh
**Energy relative to the best compared isomer or geometry (same formula, charge and spin)**: 273.4 kJ/mol
**Total energy**: -683.74169 a.u.
**Net charge**: 0
**LUMO level**: 0.018 hartree

These are the Mulliken partial charges, in e, on atoms 1 to 5: -1.239, 0.646, -0.454, -0.538, -0.486

2 unconnected molecules or ions with the total composition C2H7NO2S at a distorted geometry, computed with ωB97M-V with the def2-TZVPD basis set.

Structure (XYZ):
```
13
Properties=species:S:1:pos:R:3:forces:R:3
N -0.95702 1.06939 -2.05907 -1.703 -2.196 0.883
C 0.25399 1.39985 -1.56517 -0.996 -0.032 -0.197
O 0.78755 2.25894 -2.17822 2.970 2.514 -1.338
C 0.88643 0.92794 -0.27713 0.130 -0.537 0.564
S -0.19890 -0.12536 0.73138 -0.476 0.062 0.023
H -1.51951 0.33333 -1.62507 0.122 0.786 -0.812
H -1.23856 1.46437 -2.95976 0.385 -0.263 0.794
H 1.80743 0.32393 -0.38842 -0.431 0.687 -0.645
H 1.16286 1.87314 0.22846 -0.267 -0.666 -0.011
H -0.96388 -0.47114 -0.32585 0.282 -0.369 0.775
O 0.02382 -3.36254 3.26953 -0.108 1.044 0.646
H -0.51608 -3.18393 4.07256 0.603 -0.153 -0.868
H 0.47187 -2.50793 3.07676 -0.511 -0.876 0.187
```
Forces are in eV/Å.

Properties
**HOMO energy**: -0.351 Eh
**Structure (SMILES)**: NC(=O)CS.O
**Energy relative to the best compared isomer or geometry (same formula, charge and spin)**: 83.4 kJ/mol
**Total energy**: -683.81406 a.u.
**Net charge**: 0
**LUMO level**: 0.019 hartree

These are the Mulliken partial charges, in e, on atoms 1 to 5: -0.345, 0.500, -0.586, -0.325, -0.203

2 unconnected molecules or ions with the total composition C2H7NO3 at a distorted geometry, computed with ωB97M-V with the def2-TZVPD basis set.

Structure (XYZ):
```
13
Properties=species:S:1:pos:R:3:forces:R:3
O -0.02041 2.23607 -2.18277 1.510 0.958 -1.008
C 0.27402 1.55047 -1.25286 -4.195 0.679 -1.006
O -0.70813 1.33044 -0.40580 -1.165 1.047 0.395
H 1.09475 0.95570 -1.14788 3.005 -1.375 0.438
H -0.68327 0.62987 0.22889 0.840 -1.095 1.068
N 1.10572 -2.08305 0.64747 1.321 1.422 -1.253
C -0.23959 -1.97713 1.17181 2.439 1.107 2.803
O -0.51390 -0.58428 1.45911 -2.220 -1.146 -4.070
H 1.21401 -1.51748 -0.24700 -0.809 -1.325 0.998
H 1.80218 -1.52339 1.19445 -1.029 -1.066 0.197
H -0.93364 -2.32385 0.47281 -1.107 -0.579 -0.880
H -0.29354 -2.49441 2.20424 -0.037 0.286 -1.926
H -0.20766 -0.44311 2.28415 1.448 1.088 4.244
```
Forces are in eV/Å.

Properties
**HOMO energy**: -0.380 Eh
**Structure (SMILES)**: O=CO.NCO
**Energy relative to the best compared isomer or geometry (same formula, charge and spin)**: 187.5 kJ/mol
**Total energy**: -360.84224 a.u.
**Net charge**: 0
**LUMO level**: 0.014 hartree

These are the Mulliken partial charges, in e, on atoms 1 to 5: -0.491, 0.215, -0.449, 0.291, 0.486

A molecular structure, C2H7NO3P at a distorted geometry, computed with ωB97M-V with the def2-TZVPD basis set.

Structure (XYZ):
```
14
Properties=species:S:1:pos:R:3:forces:R:3
C 0.50921 -1.90964 0.18351 -0.441 -0.761 -2.719
C 0.86656 -0.42226 -0.28715 -0.299 -1.384 0.383
N -0.16732 2.75738 0.08074 -0.241 0.007 0.389
O -1.88525 -0.20036 -1.31052 -0.163 -0.007 -0.856
O -1.77428 -0.20408 1.20165 -0.483 0.042 2.446
O 1.65374 0.19026 0.48017 0.817 0.773 0.077
P -1.09580 -0.09323 -0.06962 0.280 0.840 -2.365
H 0.71964 -2.08402 1.20045 0.539 0.008 1.151
H -0.57541 -2.14204 0.03855 0.683 -0.334 0.043
H 1.03647 -2.59246 -0.52494 -0.102 0.160 0.829
H 1.09316 -0.47863 -1.42022 -0.784 0.450 1.048
H 0.81789 2.48563 0.09087 -0.376 -0.295 -0.038
H -0.64545 2.22762 -0.65745 0.324 0.395 0.414
H -0.55316 2.46581 0.99396 0.244 0.106 -0.802
```
Forces are in eV/Å.

Properties
**HOMO energy**: -0.144 Eh
**Energy relative to the best compared isomer or geometry (same formula, charge and spin)**: 231.9 kJ/mol
**Total energy**: -702.29113 a.u.
**Net charge**: -1
**LUMO level**: 0.152 hartree

These are the Mulliken partial charges, in e, on atoms 1 to 5: -1.124, 0.409, -0.867, -0.651, -0.641

2 unconnected molecules or ions with the total composition C2H7NO3S at a distorted geometry, computed with ωB97M-V with the def2-TZVPD basis set.

Structure (XYZ):
```
14
Properties=species:S:1:pos:R:3:forces:R:3
C 1.45686 -0.67924 2.67815 -1.665 -2.005 2.313
C -1.72958 -0.31482 -1.55253 -4.878 -4.093 -1.610
N -0.21227 1.63093 1.94216 2.983 -4.646 -6.082
O -1.94237 -0.47507 1.21621 -2.767 0.105 0.243
O 0.00337 -0.90629 2.63898 0.097 0.904 -1.075
O -0.86891 0.43387 -1.61874 4.375 3.735 0.106
S -0.58968 -0.09702 1.28349 4.072 1.823 1.798
H 1.66757 -0.27539 3.70523 0.154 -0.139 -1.268
H 1.75439 -0.08967 1.85829 0.808 0.771 -0.809
H 1.82181 -1.70492 2.57369 0.644 0.412 0.087
H -2.79896 -0.01302 -1.75890 0.359 -0.091 0.633
H -0.82665 1.93840 2.54909 -3.203 1.808 4.405
H -1.58328 -1.43519 -1.56581 0.032 0.463 0.558
H 0.79202 1.49504 2.10270 -1.010 0.954 0.701
```
Forces are in eV/Å.

Properties
**HOMO energy**: -0.358 Eh
**Energy relative to the best compared isomer or geometry (same formula, charge and spin)**: 308.1 kJ/mol
**Total energy**: -758.93972 a.u.
**Net charge**: 0
**LUMO level**: 0.030 hartree

These are the Mulliken partial charges, in e, on atoms 1 to 5: -0.701, -0.134, -0.558, -0.463, -0.336

A single C2H7NO3S molecule at a distorted geometry, computed with ωB97M-V with the def2-TZVPD basis set.

Structure (XYZ):
```
14
Properties=species:S:1:pos:R:3:forces:R:3
C -0.18681 0.55071 1.27432 -0.920 1.392 1.327
C 0.15712 -0.09943 0.03163 -0.856 0.647 -3.662
N -0.88922 0.08603 -0.95050 -1.710 0.977 1.994
S 1.73463 0.59736 -0.67038 2.866 1.337 1.737
O 2.52336 1.21081 0.38806 -0.955 -0.290 -0.534
O 1.47760 1.38156 -1.83042 -0.439 -0.011 -0.708
O 2.60240 -0.70297 -1.07400 -1.045 -0.764 -0.132
H 0.02462 1.62799 1.15020 -0.587 -0.295 0.325
H -1.22881 0.33746 1.65552 1.125 0.249 -0.792
H 0.50274 0.21075 1.98060 0.949 -0.334 1.585
H 0.43599 -1.10453 0.04312 0.059 -1.911 0.547
H -0.58896 0.04329 -1.86469 0.864 -0.398 -2.341
H -1.44652 0.97432 -0.88937 1.134 -1.158 0.426
H 3.46092 -0.55327 -1.50870 -0.485 0.559 0.227
```
Forces are in eV/Å.

Properties
**HOMO energy**: -0.362 Eh
**Structure (SMILES)**: C[C@@H](N)S(=O)(=O)O
**Energy relative to the best compared isomer or geometry (same formula, charge and spin)**: 61.3 kJ/mol
**Total energy**: -759.03371 a.u.
**Net charge**: 0
**LUMO level**: 0.020 hartree

These are the Mulliken partial charges, in e, on atoms 1 to 5: -1.360, 0.168, -0.627, 1.136, -0.628

3 unconnected molecules or ions with the total composition C2H7NO4 at a distorted geometry, computed with ωB97M-V with the def2-TZVPD basis set.

Structure (XYZ):
```
14
Properties=species:S:1:pos:R:3:forces:R:3
O -2.75286 -1.48176 -0.99235 2.118 0.286 1.711
C -1.65909 -1.34632 -0.41376 -4.059 3.733 -4.941
N -0.91630 -0.13870 -0.48466 -0.536 -2.363 1.017
C -1.09126 1.06799 -1.25384 0.199 -3.296 -0.079
O -1.56880 1.10031 -2.33101 -1.012 0.218 -0.890
H -1.23577 -2.18456 -0.01583 1.822 -1.963 1.816
H -0.04438 -0.33387 -0.01387 0.335 1.168 0.074
H -0.61316 1.84657 -0.78360 1.106 2.221 1.207
O 1.11698 -0.24018 1.91474 -0.786 -0.349 0.827
H 0.47943 -0.47121 2.62647 0.549 0.360 -0.709
H 1.96686 -0.53294 2.24668 0.261 -0.159 0.125
O 1.96188 1.14786 -0.33135 -1.881 1.260 1.624
H 2.62172 0.66009 -0.78635 0.858 -0.989 0.202
H 1.73475 0.90672 0.61874 1.025 -0.128 -1.984
```
Forces are in eV/Å.

Properties
**HOMO energy**: -0.360 Eh
**Structure (SMILES)**: O=CNC=O.O.O
**Energy relative to the best compared isomer or geometry (same formula, charge and spin)**: 154.0 kJ/mol
**Total energy**: -436.09483 a.u.
**Net charge**: 0
**LUMO level**: -0.005 hartree

These are the Mulliken partial charges, in e, on atoms 1 to 5: -0.525, 0.009, -0.056, -0.031, -0.428

3 unconnected molecules or ions with the total composition C2H7NO4 at a distorted geometry, computed with ωB97M-V with the def2-TZVPD basis set.

Structure (XYZ):
```
14
Properties=species:S:1:pos:R:3:forces:R:3
O -1.79690 0.56033 0.11523 -0.084 -0.309 -0.349
C -1.26727 1.32551 0.90440 -0.405 0.397 0.448
N -0.06267 1.04312 1.41756 0.921 -1.773 0.314
C 0.22474 -0.32611 1.25429 1.297 1.311 0.898
O -0.19300 -0.94836 0.33786 -1.207 -0.802 -0.769
H -1.88764 2.10989 1.35614 0.259 0.477 -0.418
H 0.73622 1.51862 1.88711 -0.705 0.838 0.304
H 0.85029 -0.70400 2.07781 0.196 -0.297 -0.394
H -0.40256 -4.44712 -5.83891 0.066 0.036 -0.172
H -1.58650 -4.32537 -4.91569 -0.104 0.093 -0.117
O -1.20697 -3.93524 -5.71184 0.040 -0.134 0.294
H 2.86204 2.65726 1.89562 -0.324 0.339 0.235
H 1.50163 3.05207 2.63016 0.713 0.689 0.012
O 2.22858 2.41938 2.59025 -0.663 -0.865 -0.284
```
Forces are in eV/Å.

Properties
**HOMO energy (spin up / spin down)**: -0.485 / -0.485 Eh
**Energy relative to the best compared isomer or geometry (same formula, charge and spin)**: 6.7 kJ/mol
**Total energy**: -435.74961 a.u.
**Net charge**: +1
**LUMO level (spin up / spin down)**: -0.194 / -0.327 hartree
**2S+1**: 2

These are the Mulliken partial charges, in e, on atoms 1 to 5: -0.203, 0.190, 0.116, 0.086, -0.227

2 unconnected molecules or ions with the total composition C2H7NOS at a distorted geometry, computed with ωB97M-V with the def2-TZVPD basis set.

Structure (XYZ):
```
12
Properties=species:S:1:pos:R:3:forces:R:3
C 1.57293 -0.72111 0.14397 -0.176 -0.758 -0.137
C -1.65912 0.58023 0.69859 1.226 0.131 -0.025
N 0.95305 0.38096 -0.58571 -0.198 0.771 0.900
O 0.29935 1.36133 0.04226 0.529 -1.573 -0.207
S -1.65392 -0.57029 -0.48675 -0.588 0.246 -2.858
H 1.05871 -1.69305 0.00328 -0.188 0.492 -0.267
H 2.62083 -0.96443 -0.23136 -0.970 0.944 1.018
H 1.37950 -0.50757 1.20875 1.030 0.088 -0.372
H -1.51891 0.06272 1.59932 0.202 0.012 1.640
H -2.26501 1.44502 0.67902 -0.261 0.811 -0.141
H 0.76741 0.22932 -1.56103 -0.292 0.205 -0.238
H -1.55483 0.39687 -1.51034 -0.314 -1.369 0.688
```
Forces are in eV/Å.

Properties
**HOMO energy (spin up / spin down)**: -0.297 / -0.269 Eh
**Energy relative to the best compared isomer or geometry (same formula, charge and spin)**: 512.3 kJ/mol
**Total energy**: -608.40204 a.u.
**Net charge**: 0
**LUMO level (spin up / spin down)**: 0.022 / 0.020 hartree

These are the Mulliken partial charges, in e, on atoms 1 to 5: -0.746, -0.428, -0.022, -0.414, -0.193